Entry 1:
This record from the OMol25 dataset describes C3H7N4O2P in the gas phase in a non-equilibrium geometry. The level of theory is ωB97M-V with the def2-TZVPD basis set.

Geometry as XYZ:
```
17
Properties=species:S:1:pos:R:3
C 1.64720 -1.83400 -0.62174
O 0.94798 -0.96740 0.25520
P -0.60969 -0.57448 -0.00282
O -0.81115 0.36558 1.29674
C -1.13213 -0.20208 2.55457
N -0.36601 0.80365 -1.04364
C -0.63511 2.12857 -1.04323
N -0.25216 2.62744 -2.18686
N 0.24158 1.61667 -2.89080
N 0.17836 0.53399 -2.24040
H 2.59579 -2.06128 -0.13673
H 1.82796 -1.34235 -1.57922
H 1.09070 -2.75634 -0.79301
H -1.33541 0.63217 3.22531
H -0.29450 -0.78346 2.94305
H -2.01501 -0.84065 2.48987
H -1.07839 2.65397 -0.22627
```

Values from the calculation:
HOMO, eV: -10.0
Largest force on an atom, eV Å⁻¹: 1.1
Energy above the lowest of the compared OMol25 structures with the same formula, charge and spin, kcal/mol: 0.0
SMILES: COP(OC)n1cnnn1

Entry 2:
This record from the OMol25 dataset describes 2 unconnected molecules or ions with the total composition C4H10S2 in a non-equilibrium geometry. The level of theory is ωB97M-V with the def2-TZVPD basis set.

Geometry as XYZ:
```
16
Properties=species:S:1:pos:R:3
C 0.37055 0.10953 -1.43482
C -0.63166 -1.68503 0.05519
C -0.51960 1.03505 1.22188
C 0.33222 -0.54883 -0.08879
S 3.14167 0.59548 -0.23961
S 2.01789 -0.81587 0.60115
H 0.59875 1.28988 -1.23438
H 1.23134 -0.31139 -1.99993
H -0.59367 -0.06352 -1.94716
H -1.56671 -1.10648 -0.40204
H -0.65891 -2.10092 1.16698
H -0.20733 -2.50172 -0.55893
H -1.53260 1.16881 0.81893
H -0.75543 0.58012 2.20216
H 0.45638 1.52425 1.18074
H 3.10958 1.59855 0.66064
```

Values from the calculation:
HOMO, eV: -8.0
Largest force on an atom, eV Å⁻¹: 4.2
Energy above the lowest of the compared OMol25 structures with the same formula, charge and spin, kcal/mol: 83.9

Entry 3:
This record from the OMol25 dataset describes 2 unconnected molecules or ions with the total composition C11H21N3 in a non-equilibrium geometry. The level of theory is ωB97M-V with the def2-TZVPD basis set.

Geometry as XYZ:
```
35
Properties=species:S:1:pos:R:3
C 4.04401 1.10601 -0.03524
C 2.69013 0.63162 1.45590
C 2.00471 -2.65923 -0.42402
C -2.57564 1.26800 -0.11042
C -0.82233 0.65392 1.45217
C -0.30395 2.28845 -0.23239
C 0.17195 -0.10201 -2.14135
C -1.17529 -1.51471 -0.55119
C 1.81970 -1.39992 0.46523
C -1.06229 1.00170 -0.00300
C -0.58300 -0.17297 -0.82690
N 3.56644 1.59058 1.08208
N 3.53769 -0.05388 -0.42840
N 2.71078 -0.41245 0.51511
H 4.91635 1.58544 -0.55843
H 2.12610 0.60577 2.42577
H 1.13312 -3.15745 -0.47377
H 2.85162 -3.31787 0.14875
H 2.40947 -2.34716 -1.40471
H -3.04011 0.28338 -0.18385
H -2.73660 1.95170 -0.95341
H -2.88230 1.75364 0.88497
H -1.01335 -0.38059 1.69099
H 0.29453 0.66430 1.78596
H -1.46286 1.14405 2.22160
H -0.42400 2.62551 -1.25839
H -0.86715 3.07947 0.24987
H 0.84517 2.21676 0.07072
H 0.23233 -1.08942 -2.51053
H -0.61324 0.45468 -2.78749
H 1.15852 0.47331 -2.10037
H -1.28077 -1.91505 0.45651
H -0.43676 -2.21159 -1.04218
H -2.14299 -1.66632 -1.01832
H 1.38340 -1.48976 1.56274
```

Values from the calculation:
Spin multiplicity: 3
HOMO (spin up / spin down), eV: -6.6 / -9.8
Largest force on an atom, eV Å⁻¹: 6.1
Energy above the lowest of the compared OMol25 structures with the same formula, charge and spin, kcal/mol: 0.0

Entry 4:
This record from the OMol25 dataset describes a molecular structure, C18H18CeF5O2Te in a non-equilibrium geometry. The level of theory is ωB97M-V with the def2-TZVPD basis set.

Geometry as XYZ:
```
45
Properties=species:S:1:pos:R:3
C 0.86085 -1.65818 2.64840
C -0.32752 -2.44853 2.41055
C -0.33822 -2.89623 1.06742
H -1.08585 -2.62709 3.14982
C 0.85318 -2.36425 0.45138
C 1.54881 -1.52663 1.40320
H 2.46988 -0.95712 1.21872
H 1.18652 -1.28279 3.60785
H -1.09022 -3.53283 0.60896
H 1.24163 -2.68645 -0.51787
C -0.46089 2.77716 0.88890
C -0.49133 2.41491 2.24734
C 0.70795 1.66007 2.55288
H -1.24398 2.72326 2.95504
C 1.45194 1.50258 1.32414
C 0.72704 2.20132 0.30998
H 1.05362 2.35903 -0.72445
H -1.23029 3.37422 0.39742
H 1.05074 1.29364 3.51553
H 2.41713 0.97379 1.18405
Ce -0.61312 -0.03296 1.40588
O -0.19811 -0.03490 -0.75363
C -1.08620 -0.52763 -1.78551
C -0.17361 -1.10879 -2.82401
H -1.67206 -1.36643 -1.32721
H -1.81614 0.20132 -2.22850
H 0.31616 -2.01334 -2.46755
H 1.49327 -1.90541 -4.71979
C 1.03858 -0.92444 -4.91206
C 0.31286 -0.31261 -3.83034
C -0.10573 1.06789 -4.01926
H -0.50097 1.61638 -3.16045
C -0.10794 1.64112 -5.28510
H -0.55533 2.63832 -5.43395
C 0.47837 0.94058 -6.36049
H 0.49283 1.39127 -7.35395
C 1.08190 -0.32642 -6.15428
H 1.58746 -0.82268 -6.99300
F -0.10133 1.48888 5.19284
Te -1.43382 0.10338 5.25861
F -2.76122 1.42664 5.64508
F -1.15265 0.04471 7.11317
F 0.21235 -0.91785 5.27886
F -2.37396 -1.47151 5.71313
O -1.66261 -0.09539 3.30227
```

Values from the calculation:
Spin multiplicity: 2
HOMO (spin up / spin down), eV: -7.2 / -8.6
Largest force on an atom, eV Å⁻¹: 4.6

Entry 5:
This record from the OMol25 dataset describes a molecular structure, C50H43AsCsN5O3STe. The level of theory is ωB97M-V with the def2-TZVPD basis set.

Geometry as XYZ:
```
105
Properties=species:S:1:pos:R:3
Cs 1.25050 -0.32378 0.27371
O 6.62329 -2.26910 -1.61089
C 5.93932 -3.40338 -1.40848
C 6.64990 -4.60179 -1.30210
C 5.98421 -5.79989 -1.10846
C 4.59721 -5.82694 -1.01727
C 3.89301 -4.63636 -1.12044
C 4.53391 -3.41857 -1.31256
C 3.69420 -2.17126 -1.42819
O 2.44145 -2.26982 -1.39004
N 4.40844 -1.06033 -1.52740
N 3.68818 0.07796 -1.88035
C 3.73838 1.08958 -1.10240
C 4.33395 1.26743 0.23615
C 5.62740 0.86491 0.56023
C 6.18333 1.14476 1.79844
C 5.41602 1.84415 2.73345
C 4.12651 2.23974 2.44907
C 3.51177 1.94832 1.19714
O 2.28090 2.23639 0.95495
H 5.89895 -1.54718 -1.67767
H 7.72977 -4.56249 -1.37829
H 6.55315 -6.72005 -1.02868
H 4.07307 -6.76223 -0.86424
H 2.81235 -4.61217 -1.05548
H 3.15935 1.94277 -1.45704
H 6.20599 0.32696 -0.17956
H 7.18966 0.82262 2.03424
H 5.83739 2.07381 3.70790
H 3.52844 2.77056 3.18210
C -4.42906 4.78426 -2.60906
C -3.34189 5.65000 -2.60307
C -2.12177 5.23449 -2.09028
C -1.96964 3.94921 -1.57687
C -3.06925 3.09389 -1.57585
C -4.29217 3.50449 -2.09272
As -0.29308 3.18390 -0.88216
C 0.51422 4.81230 -0.17125
C -0.25853 5.70761 0.56345
C 0.32615 6.80230 1.18734
C 1.69467 7.00711 1.08693
C 2.47355 6.10993 0.36774
C 1.88875 5.01626 -0.25254
C 0.66881 3.05697 -2.58231
C 1.06450 4.15374 -3.34562
C 1.74884 3.96735 -4.53608
C 2.05493 2.68183 -4.97265
C 1.67244 1.58571 -4.21792
C 0.97492 1.77857 -3.03195
H -5.38056 5.10992 -3.01178
H -3.44584 6.65265 -3.00114
H -1.28348 5.92098 -2.08031
H -2.96431 2.09564 -1.16263
H -5.13520 2.82455 -2.08707
H -1.32810 5.55169 0.65144
H -0.28873 7.49022 1.75578
H 2.15555 7.85627 1.57734
H 3.54605 6.24662 0.30567
H 2.50898 4.30117 -0.77658
H 0.85719 5.15924 -2.99871
H 2.05886 4.82643 -5.11966
H 2.61042 2.54025 -5.89174
H 1.94347 0.58208 -4.51607
H 0.69204 0.91497 -2.44334
C -3.61415 2.06140 4.96656
C -2.86820 1.56026 3.76152
C -3.43093 0.62335 2.90541
C -2.70892 0.19908 1.79966
N -1.48664 0.63647 1.51165
C -0.93740 1.52763 2.34074
C -1.58827 2.01696 3.46083
H -4.36549 1.34020 5.28672
H -4.12356 3.00066 4.73801
H -2.93422 2.24772 5.79843
H -4.40478 0.19398 3.10564
H -3.12626 -0.54741 1.13052
H 0.07622 1.85366 2.10329
H -1.08924 2.73372 4.10241
N -4.50723 -5.42577 -1.12285
C -4.51206 -4.38731 -1.96064
S -5.65710 -4.25700 -3.15206
C -3.42179 -3.38202 -1.75779
C -3.24392 -2.33102 -2.65492
C -2.29022 -1.36814 -2.38135
N -1.49651 -1.39035 -1.30612
C -1.62460 -2.43654 -0.49775
C -2.57824 -3.42965 -0.65784
H -5.26637 -6.08129 -1.18176
H -3.86186 -5.49461 -0.35479
H -3.87534 -2.25731 -3.52872
H -2.16817 -0.51774 -3.04397
H -0.98601 -2.48063 0.37611
H -2.67514 -4.14283 0.14795
Te -3.57590 -3.39525 2.88013
C -3.89263 -5.44137 3.32121
C -4.98262 -6.14371 2.78940
C -5.18339 -7.49156 3.05652
C -4.29788 -8.18967 3.86830
C -3.21091 -7.51137 4.40617
C -3.01372 -6.16410 4.13713
H -5.68437 -5.61241 2.15644
H -6.04085 -8.00031 2.62789
H -4.45114 -9.24184 4.07721
H -2.50561 -8.03774 5.04036
H -2.15734 -5.65334 4.56020
```

Values from the calculation:
HOMO, eV: -2.1
Total charge: -2
Largest force on an atom, eV Å⁻¹: 0.4
Energy above the lowest of the compared OMol25 structures with the same formula, charge and spin, kcal/mol: 16.3